Computed, not measured: a structure of composition C51H46N3O2S2Zn in a non-equilibrium geometry, with ωB97M-V with the def2-TZVPD basis set.

The geometry in XYZ format:
```
105
Properties=species:S:1:pos:R:3:forces:R:3
Zn 0.545511 0.084294 1.035418 -1.50 2.26 -0.36
S -1.629889 0.066994 1.035418 -5.08 -0.94 1.75
S 0.562811 2.248294 1.035418 2.94 3.39 2.29
O 0.054611 -0.786706 2.540518 -0.90 -1.79 3.59
O 0.030011 -0.786706 -0.468382 -1.08 -0.85 -4.10
N -2.895989 1.535694 -0.763082 0.42 0.02 0.21
N -0.655089 3.306494 -1.053782 -0.33 -0.56 0.15
N 2.310911 0.084294 1.060118 5.34 -1.36 0.37
C 1.205911 -4.359406 4.427418 -0.01 0.68 -0.15
C 0.220011 7.019094 -4.473082 -0.04 -0.14 0.39
C -0.240089 0.066894 4.722118 0.15 0.28 0.96
C 4.984211 -0.397906 1.433118 -0.39 0.06 -0.02
C 4.393711 -0.628306 0.189618 0.03 -0.01 0.49
C 3.025511 -0.424906 0.052618 0.00 -0.06 -0.41
C -3.852689 -0.060706 -2.414382 -0.31 -0.17 -0.43
C -4.281989 0.664494 -3.544782 0.40 -0.89 0.00
C -4.210889 0.097594 -4.821482 0.06 -0.39 0.27
C -1.725289 3.215094 -2.051982 0.14 0.09 -0.10
C 0.729211 -2.884106 -4.779982 0.08 0.11 0.62
C 2.834411 0.192394 2.287418 -0.03 0.15 0.55
C 1.048811 -5.547506 0.700718 0.31 0.05 0.10
C 0.697811 -3.150506 3.942518 0.03 0.45 -0.27
C 1.345611 -1.919706 4.175318 0.49 -0.07 0.91
C -1.742989 1.316794 0.068418 -0.84 3.29 -2.84
C -3.369089 -1.371406 -2.602182 -0.79 0.23 -0.65
C -0.617589 2.299194 -0.023782 -4.83 0.61 -3.95
C 1.839611 0.531094 3.371718 0.94 0.43 1.01
C 2.233011 -4.886306 0.389818 -0.36 0.38 -0.09
C -1.056089 0.352694 7.015618 0.03 0.03 -0.49
C -0.052889 6.684994 -2.088582 0.13 -0.37 -0.66
C 0.906811 -1.546506 -1.132982 0.48 -0.12 -1.23
C 2.378711 -4.372406 5.174518 0.00 0.12 -0.04
C 0.317411 4.408494 -1.033782 0.11 -0.28 0.36
C -3.919389 0.509694 -1.006382 0.18 0.04 0.32
C -0.169189 -4.929106 0.439518 0.10 0.97 -0.38
C 0.433411 -1.751306 -2.622582 0.14 -0.29 -0.50
C 1.115911 -2.665706 -3.454182 -0.32 0.19 -0.09
C -3.298989 -1.931006 -3.880582 -1.67 0.06 0.53
C 3.037511 -3.175006 5.436818 -0.31 0.22 -0.27
C 0.986911 -2.950406 -0.451882 0.70 -0.28 0.24
C 0.273611 5.326194 -2.234582 -0.27 0.12 -0.13
C 2.275011 -0.739406 -1.226782 0.84 -0.70 -0.47
C -1.989289 1.707594 5.261318 0.47 -0.45 -0.28
C -0.216089 -0.274706 6.086518 -0.19 0.20 -0.25
C 0.737211 -0.568706 3.669218 0.31 0.03 0.78
C 4.188511 -0.005306 2.508818 0.25 -0.28 -0.46
C 2.523211 -1.966906 4.949218 -0.38 -0.35 -0.19
C 0.580411 4.825494 -3.512182 -0.10 0.82 -0.07
C -3.026189 2.861994 -1.350382 -0.12 -0.17 0.62
C -1.146489 1.081194 4.338818 0.33 -0.34 -0.17
C -0.351089 -2.187506 -5.312882 -0.09 0.26 0.21
C -0.648789 -1.056606 -3.193882 0.99 0.02 0.53
C -0.080889 7.525694 -3.205682 0.18 -0.49 -0.16
C 0.551311 5.670794 -4.626582 -0.09 0.03 0.61
C -1.039689 -1.272706 -4.519782 1.70 0.42 -0.20
C -0.194889 -3.653106 -0.131382 -0.01 -0.06 -0.09
C -3.719589 -1.195606 -4.992182 -1.42 -0.08 0.57
C -1.942589 1.344594 6.602618 0.13 -0.17 0.07
C 2.200211 -3.609606 -0.186282 -0.32 -0.29 -0.10
H 0.453911 -1.050506 6.440418 0.01 0.02 -0.07
H 3.046911 -1.049906 5.189018 0.01 0.02 -0.02
H 4.977711 -0.994606 -0.643682 -0.03 -0.02 -0.03
H -0.661289 -2.360806 -6.336782 0.02 0.01 -0.05
H 0.545511 -1.461706 1.035418 0.74 -3.49 0.19
H 1.269811 -3.606706 -5.380982 -0.01 0.02 0.00
H 0.162111 4.988394 -0.097382 0.30 -0.16 -0.48
H 1.074011 -6.518906 1.178318 0.03 -0.05 -0.03
H -1.193889 1.357294 3.284218 0.00 -0.06 0.25
H 3.140611 -3.121706 -0.398982 0.08 0.08 -0.03
H -0.335589 8.571194 -3.088982 0.00 0.01 0.01
H -1.199389 -0.346506 -2.578482 0.37 -0.15 -0.05
H -1.872389 4.164694 -2.601882 0.37 -0.41 0.37
H 0.198411 7.671694 -5.336282 -0.01 0.01 -0.01
H -1.015489 0.052794 8.056418 -0.01 0.02 -0.01
H -1.104689 -5.402606 0.711318 0.02 -0.05 -0.05
H 1.951211 -3.228006 -3.047082 -0.06 -0.01 0.00
H 0.787111 5.278994 -5.607382 0.01 -0.01 -0.01
H 2.965411 -1.288306 -1.882882 0.02 0.11 0.10
H -4.691689 1.654894 -3.464182 -0.09 0.22 0.22
H -3.889789 2.934094 -2.027382 0.37 -0.27 0.14
H -3.666389 -1.630906 -5.979982 0.05 -0.03 -0.09
H 1.362911 1.474594 3.061418 -0.24 -0.59 0.40
H -2.680789 2.466494 4.911618 0.05 -0.02 0.05
H -1.496489 2.410294 -2.784482 -0.14 0.38 0.16
H 4.605511 0.114994 3.498418 -0.03 -0.01 0.03
H -3.037289 -1.963206 -1.757982 0.04 0.17 0.10
H 0.681711 -5.278306 4.191118 0.05 0.01 0.06
H -3.200589 3.610394 -0.545582 0.06 -0.20 -0.29
H 2.107311 0.222994 -1.735882 -0.51 -0.31 0.10
H 3.189911 -5.338706 0.623318 -0.02 -0.03 -0.04
H -1.146689 -3.148406 -0.288782 0.14 -0.06 0.02
H -3.781289 -0.337706 -0.309682 0.22 0.64 -0.16
H 2.779211 -5.311006 5.538418 0.02 0.01 0.03
H 1.347711 3.991894 -1.009782 -0.53 0.09 0.28
H 2.377411 0.795394 4.292118 0.04 -0.15 -0.12
H 3.954511 -3.170606 6.014918 -0.02 -0.01 0.00
H 0.840911 3.783094 -3.643282 -0.03 -0.06 0.12
H -1.888889 -0.726006 -4.914082 1.43 0.12 0.05
H -4.546789 0.663194 -5.682082 0.01 0.02 0.01
H 6.043711 -0.571106 1.574118 0.02 0.05 -0.02
H -0.287289 7.093294 -1.113182 0.00 -0.13 0.05
H -2.921289 -2.936606 -4.011982 0.00 0.05 0.06
H -4.933189 0.898794 -0.773982 0.43 0.08 -0.29
H -0.206489 -3.152406 3.333418 0.21 0.09 0.11
H -2.600089 1.823394 7.318818 0.02 -0.01 0.02
```
Positions in Å, forces in eV/Å.

Summary:
Frontier orbital gap (alpha / beta), eV: 4.5 / 4.9
Total charge: -1
Spin multiplicity: 1

***

Computed, not measured: a structure of composition C51H46N5OP2S2TeV in a non-equilibrium geometry, with ωB97M-V with the def2-TZVPD basis set.

The geometry in XYZ format:
```
109
Properties=species:S:1:pos:R:3:forces:R:3
Te -1.135325 3.710041 1.571731 -0.02 0.17 -0.41
V -0.581737 -0.154017 -0.247897 -0.98 1.26 1.64
S -1.268520 -1.221812 1.697212 -0.80 -0.03 0.61
S 2.351722 -5.048516 -3.138894 0.11 0.03 0.01
P -2.464205 1.188330 -0.359721 -0.38 0.96 -0.56
P 0.378815 1.797964 -0.842513 -0.20 1.74 -0.75
O 3.328211 -2.305616 3.076539 -0.01 0.02 0.03
N -1.883280 7.326451 -1.666721 -0.02 0.09 -0.10
N 1.186269 -2.028543 2.423352 -0.10 -0.18 0.24
N -0.595428 -3.486734 2.801249 0.06 0.02 0.13
N 0.601293 -1.519413 -0.871482 1.27 -1.51 -1.22
N 5.702447 -3.674026 -5.896975 0.10 0.04 -0.14
C -3.320016 2.600125 -2.632988 0.01 -0.02 -0.04
C 1.714490 -2.465663 4.824043 -0.04 0.08 0.18
C -0.272998 3.603842 -4.444714 -0.01 0.09 0.02
C 3.817762 3.933302 1.251559 0.00 0.04 0.00
C -5.854149 2.770307 1.269758 -0.06 0.04 -0.04
C 2.183098 -2.301520 3.431168 0.00 -0.06 -0.16
C 2.104451 -3.392880 7.008835 -0.01 -0.03 0.05
C -4.573234 1.768061 3.043325 0.01 -0.01 0.00
C -3.637518 1.334835 2.119768 -0.13 -0.02 -0.09
C 3.713744 -4.474101 -4.148872 -0.21 0.04 0.06
C -0.656955 7.049812 -1.235371 -0.08 -0.07 0.03
C 1.765062 -3.627846 -2.298327 -0.08 -0.05 -0.04
C -0.120154 3.401490 -3.082806 0.04 -0.04 -0.03
C 2.120035 2.243309 1.209509 0.08 0.05 -0.17
C 0.372842 -3.527272 -2.153851 0.03 -0.10 0.11
C 0.243438 -1.908632 6.645820 -0.03 0.02 0.04
C 0.987603 -2.721156 7.491516 0.00 0.00 -0.04
C -3.051855 1.357067 -2.063929 0.00 -0.21 0.13
C 3.549906 -4.639586 -5.516678 0.07 0.08 -0.02
C 0.306074 2.160568 -2.614928 0.11 -0.25 0.10
C 4.583800 -4.228043 -6.349666 -0.04 -0.02 0.11
C -1.125093 2.313041 -0.048027 0.45 -1.31 0.37
C -3.684416 0.272152 -4.122818 0.01 -0.04 0.00
C -3.805563 1.625789 0.764686 0.12 -0.33 0.03
C 1.777825 2.632555 -0.088010 0.04 -0.36 0.02
C -0.131789 -2.344090 2.358823 0.33 0.02 -0.15
C -1.448271 5.310324 0.187276 0.06 -0.32 0.35
C 3.500928 4.297120 -0.049176 0.01 0.05 -0.05
C 2.476929 -3.255600 5.683390 0.05 -0.08 -0.08
C 0.118555 -4.682701 3.267995 -0.08 -0.19 0.12
C 5.853213 -3.540562 -4.585855 -0.08 -0.05 0.09
C -3.229793 0.195015 -2.814754 -0.06 0.10 0.03
C -5.673733 2.499956 2.618018 0.02 0.03 0.05
C 4.895822 -3.941458 -3.660374 0.08 -0.03 -0.02
C -0.384740 6.049845 -0.306368 0.07 0.07 -0.06
C 0.598865 -1.784870 5.313154 0.04 0.01 -0.12
C -0.155389 -2.479402 -1.443408 0.05 -0.17 -0.09
C 0.232791 -6.477653 5.022229 -0.04 0.07 -0.04
C -2.898930 6.628133 -1.168319 0.10 -0.06 0.04
C 0.448717 1.347163 -4.878652 0.04 -0.03 -0.02
C 0.004517 2.578182 -5.339483 0.02 -0.02 -0.02
C 1.938087 -1.612557 -1.012505 0.07 0.02 -0.07
C -3.780054 2.671917 -3.937882 0.01 0.05 0.01
C -4.929002 2.324986 0.336290 0.00 -0.02 -0.04
C 3.138205 2.896276 1.879723 0.01 -0.05 0.06
C -0.445476 -5.181331 4.592160 0.07 -0.05 -0.03
C 2.483710 3.642396 -0.730881 -0.04 -0.03 0.03
C 0.590876 1.133490 -3.515690 0.01 0.13 0.04
C -3.962122 1.511679 -4.680334 -0.03 -0.03 -0.02
C 2.547735 -2.636216 -1.699297 -0.02 0.04 -0.02
C -2.735154 5.608893 -0.235185 -0.07 0.04 -0.10
H -0.192667 -6.828805 5.960620 0.04 -0.02 0.00
H -1.518852 -5.357055 4.470935 -0.01 0.05 0.05
H -0.121618 2.736929 -6.402772 0.01 0.03 0.02
H -3.164911 3.504080 -2.055616 0.02 0.02 -0.01
H 1.510894 -1.386614 1.721028 0.07 0.14 -0.04
H -3.834933 -0.631049 -4.699677 0.00 0.02 0.00
H -6.721413 3.329729 0.943383 0.01 -0.03 -0.01
H -0.278452 -4.259396 -2.611492 -0.01 0.02 0.01
H 1.304472 -6.331802 5.168643 -0.01 -0.01 0.01
H -0.315472 -4.413465 5.356379 -0.04 0.02 -0.01
H 1.570165 1.437109 1.687188 -0.01 0.04 0.11
H 2.530176 -0.832060 -0.549186 -0.02 0.05 -0.04
H 2.690792 -4.015541 7.671721 -0.01 0.01 -0.02
H -3.886746 6.896981 -1.528446 0.01 -0.03 0.03
H -6.393326 2.860589 3.341662 -0.01 -0.03 -0.02
H -1.235833 -2.384100 -1.324184 0.01 0.00 -0.03
H -2.775539 0.769088 2.446319 0.02 0.05 0.07
H -0.333881 4.200218 -2.384477 -0.09 0.05 0.05
H -0.619239 4.564906 -4.804993 0.04 -0.03 -0.01
H -0.008905 -5.456704 2.506543 0.01 0.06 -0.06
H 0.143541 7.652164 -1.652863 0.00 -0.03 0.04
H -3.997928 3.636649 -4.378844 0.01 -0.02 0.01
H 0.632840 5.864869 0.012975 -0.01 -0.01 0.02
H -0.610159 -1.364165 7.027915 0.01 -0.02 -0.01
H 4.600847 4.460356 1.780707 0.01 -0.03 -0.02
H -3.046172 -0.774309 -2.361052 -0.01 -0.03 -0.02
H -1.602531 -3.575557 2.770614 -0.05 0.04 -0.03
H -5.085307 2.518041 -0.717264 -0.01 0.04 0.03
H 3.623871 -2.652074 -1.755941 0.01 0.00 -0.02
H 1.179058 -4.474536 3.353442 0.03 0.01 -0.06
H 4.497782 -4.341264 -7.424144 0.01 0.00 0.01
H 4.046285 5.095804 -0.535301 0.00 -0.02 0.00
H 0.690053 0.561109 -5.582839 -0.05 -0.01 0.03
H -4.332380 1.572632 -5.695711 0.03 0.01 0.01
H 6.785979 -3.103610 -4.246687 -0.01 -0.02 -0.02
H -4.443273 1.546076 4.094461 0.01 0.00 -0.02
H 2.645177 -5.070558 -5.923129 0.01 0.02 -0.01
H 3.352427 -3.766983 5.302014 0.00 0.05 -0.01
H 0.701590 -2.824918 8.530064 0.01 0.01 -0.01
H -3.594407 5.070563 0.146170 0.01 0.01 0.02
H 0.933176 0.172132 -3.146714 0.01 -0.03 -0.06
H 3.403452 2.609986 2.889180 -0.02 -0.01 -0.02
H 2.237491 3.913854 -1.749767 0.02 0.05 0.02
H 0.025160 -1.128227 4.669347 0.00 0.00 -0.02
H 5.103558 -3.860733 -2.603579 0.00 -0.05 0.02
H 0.092220 -7.262942 4.277589 0.02 0.00 0.02
```
Positions in Å, forces in eV/Å.

Summary:
Relative energy (zero: lowest compared OMol25 entry of this formula, charge and spin), kcal/mol: 0.0
Frontier orbital gap (alpha / beta), eV: 6.3 / 6.3
Total charge: +2
Spin multiplicity: 1

***

Energy, respectively: -4861.2576; -5010.6222 Eh.